A cluster of 6 separate species, C24H49BrN3O13P2 in total in a non-equilibrium geometry. Source: OMol25; level of theory: ωB97M-V with the def2-TZVPD basis set.

charge: +1

Each line ends with the Mulliken charge.
Geometry (Å):
C1 3.4783 -3.7692 1.0442  -0.942
N1 2.0576 -4.0134 0.8005  0.209
C2 1.6601 -4.9059 -0.1468  -0.606
C3 0.3122 -4.9595 -0.1079  -0.291
N2 -0.1034 -4.0790 0.8650  0.115
P1 -1.8041 -3.8796 1.2005  0.436
N3 -2.3904 -2.5043 0.8343  -0.503
O1 -2.3895 -5.0496 0.3512  -0.514
O2 -1.9501 -4.3372 2.7122  -0.492
C4 0.9982 -3.5007 1.4295  0.431
P2 0.9384 -2.2737 2.8571  0.042
O3 -0.4101 -1.4823 2.5260  -0.275
Br1 2.5101 -0.7949 2.3992  -0.117
H1 3.6555 -3.1463 1.8990  0.415
H2 3.9381 -4.7285 1.2409  0.332
H3 3.9626 -3.3805 0.1640  0.307
H4 2.3106 -5.4643 -0.7841  0.513
H5 -0.3275 -5.5595 -0.7153  0.511
H6 -2.7704 -2.0940 1.6801  0.253
H7 -3.3037 -4.7861 0.1643  0.372
H8 -1.2617 -3.9363 3.2613  0.413
H9 -0.5094 -1.2629 1.5846  0.342
O4 6.3362 -5.6026 0.1946  -0.572
C5 6.7450 -6.5082 0.8722  0.859
O5 5.8841 -7.4809 1.2173  -0.391
C6 6.2948 -8.6879 1.8778  -0.420
C7 6.3915 -8.5141 3.3783  -0.985
C8 8.1606 -6.5343 1.3940  -1.038
H10 7.2206 -9.0633 1.4430  0.395
H11 5.5201 -9.4123 1.6370  0.321
H12 7.1480 -7.7790 3.6522  0.272
H13 6.6471 -9.4603 3.8531  0.375
H14 5.4390 -8.1683 3.7798  0.294
H15 8.2124 -5.9156 2.2885  0.265
H16 8.8083 -6.1061 0.6342  0.331
H17 8.5343 -7.5275 1.6262  0.330
O6 3.1464 4.9800 -2.5673  -0.582
C9 2.5808 4.4419 -1.6599  0.614
O7 3.2648 3.5612 -0.9016  -0.417
C10 2.6939 2.9893 0.2720  -0.428
C11 1.8571 1.7662 -0.0474  -0.289
C12 1.1118 4.6679 -1.3791  -0.089
H18 2.1288 3.7321 0.8317  0.303
H19 3.5412 2.7025 0.8944  0.328
H20 1.0077 2.0141 -0.6838  0.078
H21 1.4769 1.3240 0.8693  -0.094
H22 2.4567 1.0253 -0.5812  0.388
H23 0.5333 4.0280 -2.0413  -0.008
H24 0.8881 5.7058 -1.6053  0.379
H25 0.8081 4.4818 -0.3515  -0.185
O8 -0.2930 3.4637 1.8400  -0.515
C13 -1.1036 4.3269 2.0630  0.960
O9 -0.9027 5.5340 1.5215  -0.372
C14 -1.8780 6.5871 1.5699  -0.369
C15 -1.8014 7.3735 2.8610  -1.101
C16 -2.2803 4.0979 2.9796  -1.282
H26 -2.8747 6.1912 1.3785  0.335
H27 -1.6313 7.2304 0.7287  0.373
H28 -2.0244 6.7512 3.7275  0.290
H29 -2.5109 8.1998 2.8418  0.375
H30 -0.7983 7.7765 2.9980  0.319
H31 -1.9478 4.2254 4.0087  0.315
H32 -2.6219 3.0754 2.8439  0.297
H33 -3.1254 4.7542 2.7933  0.361
O10 -6.6223 1.7570 0.7260  -0.576
C17 -6.1998 1.3436 -0.3139  0.619
O11 -6.1499 0.0023 -0.5008  -0.392
C18 -5.7384 -0.5712 -1.7386  -0.538
C19 -4.2222 -0.6538 -1.7625  -0.351
C20 -5.6411 2.2487 -1.3876  -0.689
H34 -6.1581 -0.0367 -2.5905  0.395
H35 -6.1680 -1.5714 -1.7618  0.335
H36 -3.7679 0.3365 -1.7078  0.014
H37 -3.8577 -1.1462 -2.6664  0.358
H38 -3.8842 -1.2178 -0.8912  0.077
H39 -4.6076 2.4933 -1.1521  0.131
H40 -6.2237 3.1657 -1.3860  0.426
H41 -5.6859 1.8371 -2.3920  0.218
O12 -3.3987 4.9343 -1.9544  -0.523
C21 -3.0390 4.5170 -3.0177  0.841
O13 -3.0320 3.1811 -3.2032  -0.278
C22 -2.7910 2.5492 -4.4660  -0.471
C23 -1.3182 2.3819 -4.7692  -1.054
C24 -2.5292 5.4270 -4.1095  -1.171
H42 -3.3143 3.0787 -5.2631  0.419
H43 -3.2613 1.5710 -4.3751  0.346
H44 -0.8143 3.3435 -4.8526  0.282
H45 -1.1826 1.8442 -5.7072  0.391
H46 -0.8304 1.8224 -3.9702  0.274
H47 -1.4848 5.6564 -3.9110  0.235
H48 -3.1031 6.3488 -4.0752  0.330
H49 -2.6194 5.0185 -5.1131  0.379

Atomic forces in eV per Å
0.4 -0.7 0.2
0.3 0.4 0.4
-0.8 -0.3 -0.2
0.8 -0.1 -0.2
-0.1 -0.4 -0.2
-1.1 1.5 0.7
0.5 -0.5 0.1
0.2 -0.5 -0.1
0.7 -0.3 -0.3
-0.1 0.6 -0.7
0.3 -0.3 1.1
0.2 -0.2 -0.3
0.0 -0.2 -0.2
-0.2 0.3 0.2
0.1 -0.3 0.0
-0.1 0.4 -0.3
0.5 0.0 0.0
-0.4 0.0 0.0
-0.2 0.4 -0.1
-0.1 -0.2 -0.4
-0.3 0.0 0.5
-0.5 0.3 0.0
-0.3 0.2 0.0
0.2 0.0 0.2
-0.2 -0.1 -0.1
0.1 -0.2 0.2
0.0 0.2 0.0
0.1 -0.3 -0.3
0.0 0.1 0.0
-0.1 0.0 -0.1
0.1 0.0 0.0
0.0 0.0 0.0
0.0 -0.1 0.0
0.0 0.0 0.0
0.0 0.2 0.0
-0.1 0.0 0.1
0.1 0.1 -0.2
-0.3 0.0 0.0
0.2 0.0 0.0
-0.1 -0.2 0.2
0.0 0.0 -0.2
0.1 0.2 0.4
-0.1 -0.1 0.0
0.1 0.0 -0.1
-0.1 0.1 0.1
-0.1 0.1 0.0
0.1 0.0 0.1
-0.1 -0.1 -0.1
0.0 0.0 -0.2
-0.1 -0.1 -0.1
0.2 -0.2 0.0
-0.1 0.1 0.2
0.1 0.0 -0.2
-0.2 0.2 0.1
0.1 -0.1 0.1
-0.2 0.0 -0.3
0.0 -0.1 0.0
0.1 -0.1 -0.1
-0.1 0.0 0.0
0.0 0.0 0.0
0.0 0.1 0.0
0.0 0.0 0.0
0.1 -0.1 0.1
0.1 0.1 0.1
-0.1 0.0 0.2
0.3 0.1 -0.2
-0.4 -0.1 0.0
0.4 -0.1 0.0
0.0 0.0 -0.1
-0.4 0.0 -0.1
0.0 0.1 0.0
-0.1 0.0 0.1
0.0 0.0 -0.1
0.0 0.0 0.0
0.0 0.0 -0.1
0.0 0.1 0.0
0.1 0.1 0.1
0.1 0.0 0.0
-0.1 0.1 0.3
0.3 0.1 -0.2
-0.1 -0.3 0.1
0.0 0.0 -0.2
0.1 0.1 0.2
-0.4 -0.1 -0.2
0.0 0.1 0.0
-0.1 0.0 0.1
0.0 0.0 -0.1
0.0 0.0 0.0
0.0 0.0 0.0
0.1 0.0 0.0
0.1 0.1 0.1
0.1 -0.1 0.0


A structure of composition C27H27N2O2PPd in a non-equilibrium geometry. Source: OMol25; level of theory: ωB97M-V with the def2-TZVPD basis set.

<S²>: 6.05
multiplicity: 5
charge: +4

Each line ends with the Mulliken charge.
Geometry (Å):
Pd1 0.8338 0.1565 0.5735  -0.355
O1 2.1067 2.2107 2.0790  -0.440
N1 1.0276 2.1030 1.1609  0.020
C1 0.5493 3.2385 0.6932  -0.334
C2 -0.4221 3.4041 -0.3550  0.281
C3 -0.5359 4.6664 -1.0313  -0.800
C4 -1.4503 4.8322 -2.0673  -0.632
C5 -2.2566 3.7561 -2.4803  -0.753
C6 -2.1189 2.5303 -1.8360  -0.246
C7 -1.1841 2.2915 -0.8395  0.588
P1 -1.1348 0.5795 -0.2504  1.983
C8 -1.4540 -0.5096 -1.6499  0.804
C9 -2.0669 -1.7476 -1.4429  -0.625
C10 -2.1239 -2.6292 -2.5022  -0.843
C11 -1.4289 -2.3898 -3.6719  -0.532
C12 -0.6897 -1.2087 -3.8121  -0.757
C13 -0.7854 -0.2216 -2.8514  -0.649
C14 -2.5786 0.3792 0.8396  0.568
C15 -2.5039 0.4528 2.2316  -0.178
C16 -3.6574 0.4599 2.9986  -0.520
C17 -4.8829 0.2962 2.3822  -0.536
C18 -4.9630 0.0642 1.0147  -0.763
C19 -3.8425 0.1888 0.2222  0.057
H1 2.1326 3.0233 2.6253  0.362
H2 0.9350 4.1419 1.1132  0.480
H3 -0.0268 5.5259 -0.6243  0.455
H4 -1.5063 5.8319 -2.5423  0.445
H5 -2.9773 3.8361 -3.2959  0.487
H6 -2.8416 1.7701 -2.0865  0.160
H7 -2.5419 -1.9544 -0.5169  0.684
H8 -2.6102 -3.5906 -2.3560  0.457
H9 -1.4293 -3.1108 -4.4755  0.482
H10 0.0641 -1.0500 -4.5962  0.454
H11 -0.3284 0.7701 -2.9700  0.405
H12 -1.4878 0.5748 2.6794  0.356
H13 -3.6183 0.5110 4.0880  0.484
H14 -5.7497 0.2184 3.0524  0.436
H15 -5.9081 -0.2258 0.5557  0.480
H16 -3.9603 0.2031 -0.8546  0.427
O2 2.1050 -0.3533 3.1524  -0.497
C20 3.1326 -1.3589 3.2520  -0.606
C21 2.5691 -2.6759 2.7685  -0.691
C22 1.8419 -2.6079 1.4169  -0.262
C23 2.8007 -2.2092 0.3168  0.845
C24 3.7362 -3.1083 -0.2351  -0.481
C25 4.7167 -2.6486 -1.1059  -0.623
C26 4.6289 -1.3356 -1.4931  -0.521
C27 3.6370 -0.4929 -0.9764  -0.334
N2 2.7018 -0.9110 -0.1159  0.432
H17 2.4318 0.4655 2.7253  0.322
H18 3.4530 -1.4636 4.2980  0.430
H19 4.0157 -1.0305 2.7125  0.343
H20 1.8301 -2.9894 3.5418  0.429
H21 3.3413 -3.4792 2.7987  0.409
H22 1.0312 -1.8343 1.5047  -0.217
H23 1.3787 -3.5884 1.1596  0.535
H24 3.6904 -4.1463 0.1011  0.572
H25 5.4675 -3.2687 -1.5167  0.546
H26 5.3341 -0.8862 -2.2151  0.453
H27 3.5728 0.5446 -1.2912  0.522

Atomic forces in eV per Å
1.3 -0.8 1.2
-0.4 -0.4 -0.5
0.7 2.6 0.3
0.4 -1.0 0.2
-0.1 -0.5 -1.1
-0.8 -1.2 1.3
0.0 0.3 -0.6
0.6 0.6 0.2
-0.4 0.0 0.0
-0.3 0.7 0.0
-1.9 0.0 -1.3
0.4 0.6 0.5
0.1 0.6 -0.8
-0.2 -1.0 0.5
0.6 0.5 -0.4
0.6 0.3 -0.3
0.3 0.2 0.4
0.7 0.1 1.5
3.1 0.5 -2.3
-0.2 0.0 1.5
-2.0 -0.8 -0.6
-2.0 -0.2 1.7
0.6 0.5 -0.4
-0.5 0.0 -0.4
0.4 0.6 0.3
0.3 0.1 -0.1
-0.1 -0.8 0.2
0.1 0.2 0.3
0.2 -0.3 -0.4
-0.3 -0.5 0.7
-0.1 0.2 -0.2
0.0 -0.2 0.0
-0.9 -0.2 -0.1
0.0 -0.6 -0.1
-1.1 -0.1 -0.1
0.1 0.1 -0.2
0.1 0.1 -0.6
0.1 0.2 0.2
0.1 -0.1 0.0
-0.1 0.3 -0.8
0.1 0.5 0.1
0.0 -1.0 1.4
0.0 0.1 -1.3
-2.1 1.2 0.8
1.2 -0.9 -0.1
-1.0 0.0 0.4
1.7 0.3 -1.0
-1.9 0.6 0.9
0.9 -0.3 -0.4
0.2 -0.5 0.9
-0.2 0.0 -0.2
0.2 0.0 -0.3
0.2 0.0 -0.7
-0.4 0.6 -0.2
0.5 -0.7 -0.1
0.3 0.5 0.3
0.1 0.2 -0.2
0.6 -0.8 -0.3
-0.3 -0.4 0.4
0.1 -0.1 0.0


| no. | E (a.u.) |
| --- | --- |
| 1 | -5342.89269 |
| 2 | -1772.49830 |